(1)
The following is a quantum chemistry calculation of a molecular structure, C19H14IrN3O6S, from OMol25.

Cartesian coordinates (Å):
Ir (0.0914, 0.1715, -0.2686)
O (6.2647, -0.4031, 2.9520)
C (6.2098, -0.1316, 1.7501)
O (7.0604, 0.1210, 0.8951)
C (4.7425, -0.0951, 1.1923)
C (4.4982, 0.2364, -0.1341)
C (3.1958, 0.2923, -0.5935)
N (2.1613, 0.0284, 0.2075)
C (2.3922, -0.3027, 1.4872)
C (3.6608, -0.3803, 2.0194)
C (1.1513, -0.5655, 2.2685)
O (1.0783, -0.9586, 3.3895)
O (-0.0007, -0.3410, 1.5704)
H (5.3479, 0.4479, -0.7689)
H (2.9596, 0.5492, -1.6193)
H (3.8367, -0.6424, 3.0536)
C (-2.0923, -1.9561, 0.0544)
O (-2.6924, -0.8106, -0.5434)
C (-1.9253, 0.3060, -0.6708)
O (-2.4540, 1.3002, -1.1057)
H (-2.8342, -2.7494, 0.0014)
H (-1.8281, -1.7725, 1.0942)
H (-1.2062, -2.2825, -0.5116)
S (-0.2503, 6.6452, -0.8518)
C (-0.1315, 4.8759, -0.6742)
C (-0.0339, 4.0626, -1.7943)
C (0.0476, 2.6968, -1.6269)
N (0.0509, 2.1428, -0.4118)
C (-0.0373, 2.9090, 0.6810)
C (-0.1231, 4.2787, 0.5813)
C (-1.9869, 6.8133, -0.4519)
C (-2.3848, 7.1550, 0.8305)
C (-3.7438, 7.2788, 1.0823)
N (-4.6820, 7.0903, 0.1649)
C (-4.2852, 6.7717, -1.0597)
C (-2.9551, 6.6250, -1.4243)
H (-0.0354, 4.4814, -2.7893)
H (0.0871, 2.0249, -2.4763)
H (-0.0417, 2.3928, 1.6298)
H (-0.1878, 4.8734, 1.4801)
H (-1.6597, 7.3318, 1.6114)
H (-4.0906, 7.5446, 2.0733)
H (-5.0683, 6.6266, -1.7933)
H (-2.6851, 6.3731, -2.4393)

Atoms 1-6, force components in eV/Å:
-0.3 0.3 -0.1
0.0 -0.1 0.3
-0.4 0.0 0.0
0.3 0.1 -0.3
0.2 0.0 0.0
-0.1 0.0 0.0

The charge is 0. Its energy above the lowest of the compared OMol25 structures with the same formula, charge and spin is 168.6 kJ/mol. Its lowest unoccupied orbital energy is -2.73 eV. The HOMO energy comes out at -0.2969 Eh.

natural (NBO) population analysis, charges in e, atoms 1 to 8: Ir 1.098; O -0.713; C 0.734; O -0.720; C -0.020; C -0.206; C 0.033; N -0.544

***

(2)
The following is a quantum chemistry calculation of a molecular structure, C19H14N5O2V at a distorted geometry, from OMol25.

Cartesian coordinates (Å):
V (0.1592, 0.2368, -0.4977)
O (-1.7382, -2.7952, -3.1209)
C (-2.7518, -3.0408, -2.2654)
C (-3.6171, -4.0636, -2.6367)
C (-4.6805, -4.3911, -1.8288)
C (-4.9279, -3.7082, -0.6271)
C (-4.0883, -2.7038, -0.2504)
C (-2.9726, -2.3442, -1.0562)
C (-2.1294, -1.2957, -0.5810)
O (-1.0175, -0.9384, -1.3138)
N (-2.4116, -0.6008, 0.5025)
N (-1.4727, 0.3883, 0.6180)
C (-1.7020, 1.4936, 1.2227)
C (-0.6743, 2.5247, 0.9988)
C (-0.7971, 3.8285, 1.4075)
C (0.1907, 4.7394, 1.0411)
C (1.2565, 4.3292, 0.2524)
C (1.3007, 3.0129, -0.1579)
N (0.3645, 2.1137, 0.2103)
H (-1.2336, -2.0426, -2.8072)
H (-3.4320, -4.5817, -3.5675)
H (-5.3426, -5.1922, -2.1323)
H (-5.7731, -3.9765, -0.0104)
H (-4.2556, -2.1656, 0.6715)
H (-2.6273, 1.6585, 1.7642)
H (-1.6476, 4.1306, 2.0037)
H (0.1194, 5.7705, 1.3627)
H (2.0345, 5.0146, -0.0521)
H (2.1054, 2.6501, -0.7860)
N (3.5504, -3.0911, 3.9589)
C (3.2994, -2.7303, 2.8988)
C (2.9608, -2.2767, 1.5768)
C (3.6639, -2.7047, 0.4512)
C (3.3023, -2.2424, -0.8076)
C (2.2447, -1.3691, -0.8909)
N (1.5653, -0.9501, 0.2010)
C (1.9088, -1.3954, 1.4204)
H (4.4865, -3.3991, 0.5675)
H (3.8233, -2.5610, -1.6991)
H (1.9116, -1.0008, -1.8625)
H (1.3301, -1.0418, 2.2623)

Atoms 1-6, force components in eV/Å:
-0.6 -0.7 -0.6
-0.2 -0.1 0.1
0.2 0.0 -0.2
-0.1 -0.1 0.1
-0.1 -0.1 0.0
0.0 -0.1 -0.1

The charge is +2. The expectation value of S² is 2.018. Its lowest unoccupied orbital energy (alpha / beta) is -8.53 / -8.24 eV. Its multiplicity is 3. The HOMO energy (alpha / beta) comes out at -0.5088 / -0.5090 Eh.

natural (NBO) population analysis, charges in e, atoms 1 to 8: V 1.542; O -0.632; C 0.391; C -0.277; C -0.087; C -0.242; C -0.116; C -0.232

***

(3)
The following is a quantum chemistry calculation of a molecular structure, C19H15AsAuF6N2O8S, from OMol25.

Cartesian coordinates (Å):
Au (-0.4796, 0.2865, 0.1398)
O (-3.7626, 0.4675, 2.5939)
As (-2.3131, 1.4521, 2.5961)
O (-2.5662, 2.8367, 3.4057)
O (-1.7950, 1.6670, 0.9888)
C (-0.9431, 0.4076, 3.5285)
C (-0.2300, 1.1954, 4.4318)
C (0.8137, 0.6691, 5.1791)
C (1.1505, -0.6676, 5.0400)
C (0.4474, -1.4629, 4.1490)
C (-0.5878, -0.9339, 3.3954)
S (-1.4234, -2.0630, 2.2837)
O (-0.4482, -3.0731, 1.9227)
O (-2.6023, -2.5271, 2.9814)
O (-1.8296, -1.2171, 1.1297)
H (-3.5455, -0.4571, 2.3979)
H (-0.5231, 2.2330, 4.5421)
H (1.3567, 1.3031, 5.8691)
H (1.9619, -1.0944, 5.6169)
H (0.7113, -2.5033, 4.0119)
O (1.7302, -0.2975, 1.6067)
C (2.7450, -0.6686, 1.0060)
C (4.0537, -0.1574, 1.3691)
C (5.1912, -0.6612, 0.8110)
C (5.1038, -1.6731, -0.1578)
C (3.8654, -2.1622, -0.5812)
C (2.6890, -1.6795, -0.0517)
C (1.4110, -2.1948, -0.5383)
N (0.3319, -1.5246, -0.8923)
C (-0.5636, -2.4441, -1.3736)
C (-0.0174, -3.6854, -1.3212)
N (1.2461, -3.5123, -0.8163)
H (4.0623, 0.6284, 2.1122)
H (6.1616, -0.2785, 1.0989)
H (6.0062, -2.0635, -0.6099)
H (3.8343, -2.9012, -1.3726)
H (-1.5453, -2.1530, -1.7020)
H (-0.4121, -4.6542, -1.5656)
H (1.8569, -4.2382, -0.4860)
C (1.1217, 3.1623, 0.8147)
C (1.2357, 2.7295, -0.6473)
O (0.9645, 1.4088, -0.8707)
C (2.7085, 2.9173, -1.0856)
F (2.8992, 2.6481, -2.3865)
F (3.1948, 4.1554, -0.8619)
F (3.5085, 2.0787, -0.3958)
C (0.3213, 3.6293, -1.5561)
F (-0.2004, 2.9348, -2.5713)
F (-0.7044, 4.1560, -0.8723)
F (0.9823, 4.6774, -2.1072)
H (1.7057, 2.4638, 1.4149)
H (0.0821, 3.1072, 1.1268)
H (1.4905, 4.1765, 0.9750)

Atoms 1-6, force components in eV/Å:
-0.3 -0.2 -0.2
0.0 0.1 0.1
0.2 -0.3 -0.2
-0.1 0.0 0.0
0.1 0.2 0.1
0.0 0.2 0.1

The charge is -1. The expectation value of S² is 2.056. Its energy above the lowest of the compared OMol25 structures with the same formula, charge and spin is 83.4 kJ/mol. Its lowest unoccupied orbital energy (alpha / beta) is 2.16 / -0.27 eV. Its multiplicity is 3. The HOMO energy (alpha / beta) comes out at -0.1913 / -0.2343 Eh.

natural (NBO) population analysis, charges in e, atoms 1 to 8: Au 1.314; O -1.025; As 2.458; O -1.152; O -1.190; C -0.448; C -0.192; C -0.217

***

(4)
The following is a quantum chemistry calculation of a molecular structure, C19H15AuF5N3O4, from OMol25.

Cartesian coordinates (Å):
Au (0.4875, -0.0385, 0.1761)
O (-0.0024, -6.2788, -3.2543)
C (-1.1019, -5.8000, -3.0392)
O (-2.2969, -5.9681, -3.1837)
C (-0.8679, -4.3846, -2.2240)
C (-1.4834, -4.2408, -0.9994)
C (-1.2657, -3.0366, -0.3508)
N (-0.5189, -2.0640, -0.8809)
C (0.0574, -2.2440, -2.0649)
C (-0.0859, -3.4168, -2.7966)
C (0.9060, -1.1077, -2.6174)
O (1.2540, -1.1729, -3.7779)
O (1.1423, -0.1218, -1.8068)
H (-2.1171, -5.0068, -0.5764)
H (-1.7232, -2.8321, 0.6096)
H (0.4132, -3.5172, -3.7499)
C (-1.7438, 1.3411, -1.3486)
C (-2.5921, 2.5373, -1.8727)
N (-2.0108, 3.8098, -1.4407)
C (-2.0139, 3.8616, 0.0220)
C (-1.2360, 2.6517, 0.6186)
N (-0.6562, 1.8760, -0.4949)
C (0.2350, 2.7513, -1.2936)
C (-0.6278, 3.8836, -1.9213)
H (-1.2855, 0.7821, -2.1623)
H (-2.3361, 0.6527, -0.7468)
H (-3.6144, 2.4789, -1.4978)
H (-2.6343, 2.5255, -2.9617)
H (-3.0471, 3.8574, 0.3696)
H (-1.5603, 4.8021, 0.3360)
H (-1.8882, 1.9931, 1.1880)
H (-0.4229, 2.9709, 1.2684)
H (0.7368, 2.1417, -2.0398)
H (0.9891, 3.1508, -0.6157)
H (-0.6380, 3.7992, -3.0082)
H (-0.2198, 4.8626, -1.6671)
F (-2.1909, -0.5939, 1.7711)
C (-1.2061, -0.2261, 2.6278)
C (0.0528, 0.0652, 2.1424)
C (0.9957, 0.4229, 3.0882)
F (2.2499, 0.7260, 2.7104)
C (0.7104, 0.4921, 4.4391)
F (1.6442, 0.8465, 5.3230)
C (-0.5657, 0.1946, 4.8800)
F (-0.8577, 0.2540, 6.1776)
C (-1.5367, -0.1673, 3.9670)
F (-2.7713, -0.4547, 4.3871)

Atoms 1-6, force components in eV/Å:
-0.1 0.1 -0.3
-0.2 0.1 0.0
-0.3 -0.1 0.0
0.4 0.0 0.0
0.1 0.0 0.0
0.0 0.0 0.0

The charge is 0. The expectation value of S² is 2.014. Its lowest unoccupied orbital energy (alpha / beta) is -0.27 / -3.69 eV. Its multiplicity is 3. The HOMO energy (alpha / beta) comes out at -0.3226 / -0.3304 Eh.

natural (NBO) population analysis, charges in e, atoms 1 to 8: Au 1.080; O -0.419; C 0.759; O -0.465; C 0.079; C -0.256; C 0.057; N -0.481

***

> Among the records above, which one has the lowest charge?

C19H15AsAuF6N2O8S